{
  "formula": "C2H11NO5",
  "method": "the ωB97M-V functional and the def2-TZVPD basis",
  "charge": 0,
  "smiles": "NCC(=O)O.O.O.O",
  "orbital_gap_ev": 9.948,
  "spin_multiplicity": 1,
  "largest_force_ev_per_a": 3.5,
  "de_lowest_kj_mol": 136.57,
  "species": ["N", "C", "C", "O", "O", "H", "H", "H", "H", "H", "O", "H", "H", "O", "H", "H", "O", "H", "H"],
  "positions_angstrom": [[-1.52, 1.58, 1.58], [-1.86, 0.29, 1.01], [-0.67, -0.56, 0.69], [0.53, -0.34, 0.76], [-1.00, -1.81, 0.33], [-0.81, 2.18, 1.20], [-1.23, 1.54, 2.55], [-2.37, 0.48, 0.09], [-2.64, -0.10, 1.66], [-0.56, -2.47, -0.20], [-0.78, -0.13, -1.68], [0.15, -0.09, -1.91], [-1.19, -0.26, -2.56], [2.56, 1.32, -0.46], [2.37, 1.59, -1.37], [1.99, 0.53, -0.39], [2.38, -1.42, -0.84], [1.72, -1.52, -0.10], [2.94, -0.82, -0.33]]
}